# 1
Formula: C6H13NO3S3
Source: OMol25
Level of theory: the ωB97M-V functional and the def2-TZVPD basis

Computed properties:
DFT total energy ... -46566.310 eV
LUMO energy ... -0.33 eV
Maximum force ... 4.20 eV Å⁻¹
Charge ... 0

Each line ends with the Mulliken charge.
CARTESIAN COORDINATES (ANGSTROEM)
C 2.83542 0.00081 -0.84306  -0.264
C 0.14748 1.88266 -0.08301  -1.029
C 1.13614 0.75017 1.98966  -1.256
C -0.42562 -0.86625 -0.93271  -1.293
C -1.74642 -1.57187 -0.90724  -0.933
C 0.24724 -0.55900 0.33587  0.553
N 0.48840 0.66607 0.71738  0.371
O -2.68467 -0.52191 1.35034  -0.605
O -3.07717 0.76918 -0.73541  -0.652
O -4.16786 -1.42639 -0.24692  -0.505
S 3.82725 -1.27631 -0.74127  -0.051
S 0.63792 -1.88126 1.24359  -0.344
S -2.87724 -0.52429 -0.06693  1.269
H 3.31728 0.68318 -1.66956  0.158
H 0.62317 1.58894 -1.05624  0.364
H -0.89297 2.02801 -0.14038  0.315
H 0.56026 2.71288 0.36060  0.371
H 0.73016 0.03306 2.59642  0.497
H 2.22727 0.64428 1.63418  0.330
H 1.01101 1.68609 2.47362  0.359
H -0.61096 -0.03687 -1.46037  0.566
H 0.20071 -1.47484 -1.53247  0.375
H -1.71769 -2.51147 -0.30566  0.389
H -2.04748 -1.73374 -1.90606  0.535
H -5.06859 -1.34659 0.01900  0.344
H 3.25395 -2.01235 0.30618  0.135

# 2
Formula: C3H8OS
Source: OMol25
Level of theory: the ωB97M-V functional and the def2-TZVPD basis

Computed properties:
DFT total energy ... -16119.853 eV
LUMO energy (alpha / beta) ... -0.04 / -0.04 eV
Maximum force ... 3.20 eV Å⁻¹
Charge ... 0

Each line ends with the Mulliken charge.
CARTESIAN COORDINATES (ANGSTROEM)
C -1.15988 1.25372 -0.20625  -0.919
C 1.71920 -0.81491 -0.33033  -0.369
C -0.67308 0.38229 0.86496  0.139
O 1.51817 0.35676 0.30105  -0.558
S -1.06758 -1.27218 0.94053  -0.147
H -0.56095 2.08633 -0.36546  0.309
H -2.20088 1.64505 0.11518  0.264
H -1.19307 0.66782 -1.21869  0.264
H 1.00638 -1.76538 0.03216  0.075
H 2.75368 -1.16884 -0.17983  0.276
H 1.64058 -0.73700 -1.44425  0.207
H -0.44092 0.77849 1.90017  0.276
H -1.34165 -1.41216 -0.40924  0.183

# 3
Formula: C6H15N
Source: OMol25
Level of theory: the ωB97M-V functional and the def2-TZVPD basis

Computed properties:
DFT total energy ... -7953.708 eV
SMILES ... CNCCC(C)C
LUMO energy ... 1.11 eV
Maximum force ... 5.13 eV Å⁻¹
Charge ... 0

Each line ends with the Mulliken charge.
CARTESIAN COORDINATES (ANGSTROEM)
C 2.91624 -1.24456 0.86321  -0.859
N 1.76567 -1.64788 0.19742  -0.208
C 0.51885 -0.98587 0.42028  -0.885
C 0.27125 0.36413 -0.26646  -0.640
C -1.06308 1.03834 -0.09149  0.802
C -1.56159 1.83097 -1.30771  -1.528
C -2.19277 -0.00161 0.36308  -1.617
H 3.15940 -0.17760 0.61700  0.296
H 2.97532 -1.39167 1.99892  0.208
H 3.80421 -1.69484 0.56968  0.401
H 1.84469 -1.92399 -0.81327  0.274
H -0.43628 -1.63245 0.07186  0.285
H 0.24128 -0.89794 1.49208  0.348
H 0.44398 0.13210 -1.28871  0.277
H 1.05959 0.92926 0.12300  0.301
H -0.91156 1.73939 0.64987  0.249
H -2.48249 2.41358 -1.01229  0.356
H -0.89522 2.56815 -1.80217  0.352
H -1.90267 1.21802 -2.14730  0.378
H -3.06780 0.66606 0.74649  0.334
H -2.56917 -0.62519 -0.44801  0.345
H -1.91787 -0.67640 1.06452  0.532

# 4
Formula: C5H5NO2S
Source: OMol25
Level of theory: the ωB97M-V functional and the def2-TZVPD basis

Computed properties:
DFT total energy ... -21684.010 eV
SMILES ... O=C1C=CC=N[C@]1(O)S
LUMO energy ... -1.17 eV
Maximum force ... 4.91 eV Å⁻¹
Charge ... 0

Each line ends with the Mulliken charge.
CARTESIAN COORDINATES (ANGSTROEM)
O -1.67210 -2.11611 0.13986  -0.565
C -0.88669 -1.20558 0.20446  0.302
C 0.42526 -1.12188 0.74259  -0.443
C 1.42858 -0.28175 0.34829  -0.419
C 1.04852 0.75752 -0.63951  0.069
N -0.12289 0.92810 -1.12720  -0.590
C -1.28504 0.06976 -0.53261  0.721
O -2.28822 -0.00421 -1.51987  -0.533
S -1.77636 0.94683 1.06465  -0.215
H 0.45382 -1.87828 1.48538  0.391
H 2.33343 -0.05021 0.88918  0.367
H 1.86893 1.40498 -0.98638  0.365
H -2.89180 -0.66950 -1.27934  0.350
H -2.44956 -0.18814 1.61524  0.201

# 5
Formula: C2H8
Source: OMol25
Level of theory: the ωB97M-V functional and the def2-TZVPD basis

Computed properties:
DFT total energy ... -2203.618 eV
SMILES ... C.C
LUMO energy ... 1.06 eV
Maximum force ... 0.41 eV Å⁻¹
Charge ... 0

Each line ends with the Mulliken charge.
CARTESIAN COORDINATES (ANGSTROEM)
C -3.58126 -2.04275 1.32595  -0.851
H -3.97478 -1.95155 0.30279  0.214
H -4.20845 -1.45708 2.01414  0.215
H -2.54929 -1.66319 1.35735  0.208
H -3.59202 -3.09981 1.63007  0.214
C 0.99663 1.88632 4.69125  -0.858
H 1.82968 2.59529 4.80690  0.218
H 0.10382 2.28323 5.19658  0.214
H 1.27226 0.92011 5.13899  0.215
H 0.78039 1.74594 3.62189  0.212

# 6
Formula: C7H9NO3S
Source: OMol25
Level of theory: the ωB97M-V functional and the def2-TZVPD basis

Computed properties:
DFT total energy ... -25870.039 eV
SMILES ... COC(=O)c1c(C)oc(C)[n+]1[S-]
LUMO energy ... 0.09 eV
Maximum force ... 5.34 eV Å⁻¹
Charge ... 0

Each line ends with the Mulliken charge.
CARTESIAN COORDINATES (ANGSTROEM)
C 3.17148 -2.04157 -0.06919  -0.606
O 2.25954 -0.97084 -0.11055  -0.322
C 0.91897 -1.42825 0.02288  0.250
O 0.71726 -2.61249 0.05149  -0.491
C 0.06274 -0.27982 0.01784  0.174
C 0.10512 1.06733 0.05049  0.856
C 1.12647 2.09182 0.33498  -1.096
O -1.16136 1.62604 -0.02195  -0.379
C -2.06751 0.65564 -0.07368  0.584
C -3.47460 0.97534 -0.26776  -1.018
N -1.56820 -0.55306 -0.09119  -0.091
S -2.46510 -1.97512 0.05075  -0.356
H 4.19109 -1.60582 -0.08090  0.213
H 2.75538 -2.69992 -0.88581  0.273
H 3.07075 -2.41575 0.92525  0.280
H 1.95789 1.98616 -0.33153  0.321
H 0.62211 3.03262 0.00639  0.321
H 1.39437 1.96956 1.34305  0.269
H -3.59177 1.93384 -0.85112  0.296
H -3.93312 -0.01319 -0.66929  0.274
H -4.09150 1.25747 0.64988  0.248

# 7
Formula: C21H32N4O4V
Source: OMol25
Level of theory: the ωB97M-V functional and the def2-TZVPD basis

Computed properties:
DFT total energy ... -62122.283 eV
Spin multiplicity ... 4
LUMO energy (alpha / beta) ... -5.39 / -5.40 eV
Maximum force ... 0.55 eV Å⁻¹
Charge ... +2

Each line ends with the Mulliken spin population.
CARTESIAN COORDINATES (ANGSTROEM)
V 0.36566 -0.15270 0.31052  2.933
O 0.17281 -0.90074 -1.69985  -0.024
C -1.02023 -0.10351 -2.05981  0.047
C -0.53281 1.36030 -1.79770  -0.054
O -0.38470 2.16627 -2.69909  0.008
O -0.19490 1.55552 -0.56971  -0.004
C -2.04355 -0.51040 -1.01695  -0.046
C -2.93498 0.42378 -0.48447  0.044
C -3.92104 0.02151 0.40191  -0.002
C -4.02052 -1.31137 0.78132  0.003
C -3.13327 -2.24537 0.26686  -0.011
C -2.15312 -1.85213 -0.63530  -0.001
C -1.38346 -0.33059 -3.50457  0.012
C -2.69122 -0.61159 -3.87893  -0.003
C -3.00585 -0.81677 -5.21447  0.000
C -2.01401 -0.75927 -6.18110  0.000
C -0.70558 -0.48033 -5.81297  0.000
C -0.39438 -0.25451 -4.48247  -0.001
H 0.66072 -1.12783 -2.50238  0.014
H -2.86227 1.46648 -0.76729  -0.001
H -4.61484 0.75059 0.79831  0.000
H -4.79528 -1.62165 1.46971  0.000
H -3.21910 -3.28812 0.54408  0.000
H -1.49225 -2.59061 -1.07092  -0.004
H -3.46937 -0.67408 -3.12892  0.002
H -4.02763 -1.03178 -5.49642  0.000
H -2.25852 -0.92788 -7.22102  0.000
H 0.06885 -0.42407 -6.56627  0.000
H 0.62389 0.02141 -4.22208  0.000
C 0.40478 -0.22888 5.90332  0.000
N 0.71023 0.25137 4.56010  0.010
C 0.84660 1.69561 4.42559  0.001
C 0.66994 -0.52081 3.47011  0.014
O 0.51229 -0.01800 2.32283  0.002
N 0.74418 -1.87679 3.60126  -0.001
C 0.36440 -2.65577 2.43574  0.053
C 1.72606 -2.51459 4.47941  0.001
H -0.32054 0.44933 6.35260  0.000
H 1.29171 -0.24695 6.53744  0.000
H -0.03580 -1.21978 5.86227  0.000
H 1.58426 2.05197 5.14399  0.000
H -0.10358 2.19351 4.62551  0.000
H 1.16699 1.94634 3.42044  0.000
H 1.09116 -2.55961 1.61362  0.003
H -0.62978 -2.37091 2.09101  -0.020
H 0.33425 -3.70614 2.71687  0.003
H 2.13841 -1.79864 5.18040  0.000
H 2.54847 -2.91687 3.88292  0.000
H 1.26651 -3.33103 5.03518  0.000
N 3.19706 3.88377 -2.13834  0.000
C 3.64140 2.58459 -1.50812  0.000
C 2.39160 1.98343 -0.86610  0.005
N 2.49840 0.61487 -0.34437  -0.001
H 3.94554 4.32931 -2.67438  0.000
H 2.87902 4.55020 -1.42915  0.000
H 2.40021 3.71840 -2.76643  0.000
H 4.45175 2.80960 -0.81751  0.000
H 4.02171 1.96445 -2.31885  0.000
H 1.62254 1.99317 -1.63683  0.003
H 2.02371 2.63301 -0.07222  0.001
H 3.16249 0.57038 0.42381  0.003
H 2.83498 -0.00914 -1.07215  0.008

# 8
Formula: C65H49F2N3O23P
Source: OMol25
Level of theory: the ωB97M-V functional and the def2-TZVPD basis

Computed properties:
DFT total energy ... -134475.566 eV
LUMO energy ... -0.39 eV
Maximum force ... 2.37 eV Å⁻¹
Charge ... -1

Each line ends with the Mulliken charge.
CARTESIAN COORDINATES (ANGSTROEM)
C 5.17869 -1.50111 2.17124  -0.947
C 4.21273 -0.36760 2.37077  0.423
O 4.14695 0.19014 3.43785  -0.573
N 3.46164 0.00042 1.20724  0.174
C 3.87790 1.21375 0.54022  -1.100
N 2.07774 -0.13269 1.28877  0.887
P 1.21950 0.83330 2.40760  0.938
N 1.59472 2.36288 2.38368  -0.663
C 1.58292 -1.42310 0.94971  0.427
F 0.34052 -1.57592 1.48230  -0.179
F 2.32869 -2.41906 1.47184  -0.363
C 1.46279 -1.60055 -0.62130  0.099
O 1.58027 -2.74619 -1.08536  -0.808
O 1.25583 -0.53790 -1.21203  -0.602
H 4.76061 -2.29062 1.55751  0.403
H 5.51106 -1.89146 3.12862  0.100
H 6.06002 -1.13639 1.64609  0.358
H 3.17607 1.39738 -0.25652  0.280
H 3.88376 2.08322 1.18226  0.473
H 4.86484 1.14269 0.09003  0.296
H -0.12014 0.70540 2.07466  -0.410
H 1.41287 0.36436 3.72124  -0.279
H 1.92185 2.66853 3.28836  0.148
C 0.95946 5.54282 -0.80906  -0.572
C 1.85815 4.67664 -0.34575  -0.119
C 3.16042 4.48503 -1.03726  0.286
O 3.95975 3.68718 -0.60964  -0.505
C 3.42283 5.28803 -2.25812  -0.227
C 2.52018 6.14950 -2.71686  -0.853
C 1.22093 6.34342 -2.02620  0.428
O 0.40025 7.13536 -2.45340  -0.501
H 0.00357 5.69918 -0.32534  0.506
H 1.69025 4.07089 0.54338  0.508
H 4.37532 5.13106 -2.74871  0.476
H 2.68847 6.74247 -3.60558  0.546
C 6.67366 -4.77769 4.31649  -0.270
C 7.54176 -5.77345 4.15965  -0.352
C 8.99224 -5.57554 4.40064  0.360
O 9.78463 -6.48204 4.25709  -0.560
C 9.43790 -4.22466 4.82366  -0.324
C 8.57047 -3.22859 4.98029  -0.470
C 7.11968 -3.42770 4.74075  0.488
O 6.32826 -2.52199 4.88424  -0.580
H 5.61166 -4.89982 4.14426  0.444
H 7.23703 -6.76522 3.85130  0.402
H 10.49980 -4.10149 4.99414  0.398
H 8.87459 -2.23592 5.28688  0.415
C 0.59715 -1.04875 6.57271  -0.231
C 1.02010 -1.26527 7.81493  -0.466
C 0.76295 -0.28394 8.89633  0.299
O 1.14866 -0.47569 10.03066  -0.580
C 0.01434 0.94982 8.54068  -0.358
C -0.41164 1.16582 7.29948  -0.513
C -0.15470 0.17849 6.22236  0.231
O -0.54821 0.35834 5.08940  -0.431
H 0.77990 -1.74417 5.77351  0.746
H 1.56826 -2.15695 8.09120  0.489
H -0.16207 1.65270 9.34502  0.406
H -0.96070 2.05584 7.01853  0.440
C -1.55115 -3.40134 4.74436  0.120
C -2.72155 -3.86493 4.31481  -0.627
C -3.11000 -5.28030 4.52122  0.153
O -4.17816 -5.70601 4.13162  -0.419
C -2.14703 -6.16296 5.22444  -0.429
C -0.97675 -5.70234 5.65470  -0.490
C -0.58744 -4.28538 5.45060  0.387
O 0.47892 -3.86438 5.84574  -0.507
H -1.24902 -2.37025 4.59952  0.432
H -3.43859 -3.23922 3.79880  0.561
H -2.45221 -7.19229 5.36362  0.425
H -0.25967 -6.32912 6.16917  0.409
C 0.74516 3.77573 -6.16476  -0.599
C 1.71844 4.40320 -5.50796  0.062
C 2.78691 5.13697 -6.22895  0.483
O 3.67944 5.70743 -5.63372  -0.557
C 2.72961 5.14953 -7.71113  -0.449
C 1.75776 4.52513 -8.36907  -0.416
C 0.68740 3.78887 -7.64845  0.291
O -0.19686 3.22423 -8.25272  -0.550
H -0.04206 3.23197 -5.65746  0.471
H 1.77885 4.40385 -4.42981  0.465
H 3.51852 5.69126 -8.21744  0.407
H 1.69835 4.52194 -9.45001  0.400
C -3.65540 2.23861 0.02626  -0.486
C -4.81415 1.70234 -0.34310  -0.506
C -5.14113 0.28787 -0.03527  0.200
O -6.20102 -0.19522 -0.37291  -0.602
C -4.12794 -0.50879 0.70055  -0.356
C -2.96590 0.02582 1.06856  -0.117
C -2.64007 1.44443 0.76078  0.622
O -1.58690 1.93540 1.10110  -0.515
H -3.39674 3.26802 -0.18739  0.472
H -5.56886 2.26373 -0.87942  0.430
H -4.39183 -1.53677 0.91019  0.388
H -2.20985 -0.53665 1.60341  0.457
C -1.27577 -0.14609 -3.22668  -0.437
C -1.86169 -0.89384 -2.29841  -0.227
C -3.02146 -1.75620 -2.62037  0.173
O -3.55472 -2.43400 -1.76546  -0.639
C -3.50340 -1.76222 -4.02491  -0.476
C -2.91867 -1.01116 -4.95343  -0.433
C -1.75837 -0.14279 -4.62594  0.328
O -1.22686 0.53599 -5.48313  -0.569
H -0.42327 0.48276 -3.00141  0.555
H -1.51365 -0.90901 -1.27334  0.792
H -4.34640 -2.40517 -4.24440  0.460
H -3.25246 -1.00070 -5.98315  0.437
C -6.52969 -6.90376 2.60116  -0.251
C -7.02573 -6.72616 3.82271  -0.223
C -8.43869 -7.05070 4.13369  0.318
O -8.89477 -6.88904 5.24639  -0.555
C -9.28039 -7.58249 3.03230  -0.407
C -8.78577 -7.76053 1.81138  -0.404
C -7.36986 -7.43606 1.49968  0.301
O -6.92197 -7.60308 0.38660  -0.538
H -5.50277 -6.67170 2.35622  0.470
H -6.42852 -6.34062 4.63661  0.460
H -10.30852 -7.81312 3.28157  0.405
H -9.38175 -8.14640 0.99399  0.408
C -0.32504 -4.34663 -6.09904  -0.364
C 0.99129 -4.26793 -6.27366  -0.381
C 1.58097 -3.34158 -7.27197  0.363
O 2.77914 -3.27167 -7.43800  -0.563
C 0.64607 -2.50328 -8.06371  -0.388
C -0.66925 -2.58160 -7.88800  -0.235
C -1.25811 -3.51083 -6.89258  0.525
O -2.45864 -3.57788 -6.73056  -0.587
H -0.77498 -5.01408 -5.37539  0.435
H 1.68866 -4.86691 -5.70281  0.405
H 1.09584 -1.83184 -8.78377  0.409
H -1.36693 -1.97783 -8.45425  0.389
C -1.94941 11.99633 -4.22993  -0.393
C -3.04788 11.27295 -4.42385  -0.396
C -3.08739 9.82697 -4.08486  0.306
O -4.09090 9.17096 -4.26506  -0.545
C -1.85637 9.22198 -3.52095  -0.224
C -0.75756 9.94582 -3.32688  -0.251
C -0.71708 11.38913 -3.66491  0.307
O 0.28176 12.05387 -3.48828  -0.548
H -1.89879 13.05084 -4.47060  0.405
H -3.95657 11.69573 -4.83357  0.403
H -1.90048 8.16808 -3.27846  0.481
H 0.14716 9.51702 -2.91766  0.452